# C27H27BBrF4N6O3PYb

A molecular structure, C27H27BBrF4N6O3PYb (ωB97M-V with the def2-TZVPD basis set, the Open Molecules 2025 dataset).

Geometry as ORCA input:
```
! RIJCOSX wB97M-V def2-TZVPD def2/J DEFGRID3
* xyz 1 2
Yb -7.62609 0.73885 15.28988
C -11.33454 -0.82697 12.94592
C -11.80024 -2.03949 13.51836
C -10.98002 -2.79205 14.29587
C -9.78631 -2.13174 14.80593
N -9.35314 -0.92626 14.28403
C -10.12485 -0.37193 13.33909
N -9.22604 -2.72139 15.84252
C -8.61502 -2.10106 16.81757
N -8.48235 -0.73924 16.94325
C -8.17456 -0.50272 18.33975
N -7.83740 0.56777 18.95303
C -8.10157 1.82377 18.63533
C -8.16063 2.85698 19.64648
C -8.61184 4.15192 19.43537
C -8.90613 4.47712 18.09717
C -8.76904 3.49846 17.08765
N -8.17626 2.23915 17.33882
C -8.09119 -1.78845 19.04861
C -7.66413 -2.14308 20.36017
C -7.32933 -3.47529 20.65557
C -7.49165 -4.47070 19.63012
C -7.98274 -4.09421 18.38421
C -8.29712 -2.80385 18.07812
H -11.85155 -0.29440 12.15213
H -12.87632 -2.26200 13.30578
H -11.14036 -3.79080 14.80058
H -9.75578 0.56106 12.87137
H -8.00599 2.51092 20.70558
H -8.73066 4.87547 20.27020
H -9.27235 5.41112 17.84908
H -8.76843 3.83936 16.01596
H -7.54812 -1.40886 21.16005
H -6.94479 -3.80920 21.72748
H -7.50021 -5.52756 19.91838
H -8.20616 -4.88450 17.66295
C -2.94386 -0.58848 11.80952
C -4.24558 0.20050 12.01104
C -4.45947 1.38172 11.21500
C -5.62360 2.07625 11.40226
C -6.63203 1.59641 12.36240
Br -8.07716 2.77407 12.64595
N -6.42465 0.43533 13.01655
C -5.21321 -0.20431 12.95084
H -2.45165 -0.19524 10.89245
H -2.99210 -1.68324 11.77285
H -2.29180 -0.35246 12.67573
H -3.62133 1.68544 10.52497
H -5.98835 2.87221 10.78733
H -4.96433 -1.02040 13.58647
C -14.79440 3.01576 12.55088
O -13.52423 3.67989 12.71683
P -12.58251 3.71909 14.02330
O -12.88036 5.29099 14.45251
C -12.32550 6.32410 13.66221
O -13.59930 3.00999 15.10118
C -13.19725 2.90017 16.47269
H -15.11336 2.38480 13.40099
H -14.71845 2.36186 11.73244
H -15.61453 3.76795 12.35524
H -13.04646 7.20189 13.73387
H -12.26007 5.98824 12.66756
H -11.34589 6.67444 14.07844
H -13.90824 3.27947 17.19770
H -12.30115 3.50826 16.58228
H -13.01947 1.84426 16.73726
F -3.77988 0.78166 15.57154
B -4.92726 1.10320 16.22639
F -5.74485 1.94708 15.33039
F -4.61926 1.76251 17.46689
F -5.93530 0.02097 16.42525
*
```

Summary:
Total energy = -6097.81239 Eh
Orbital gap (spin up / spin down) = 7.238 / 6.347 eV
LUMO (spin up / spin down) = -3.48 / -4.37 eV
ΔE to the lowest compared entry with this formula, charge and spin = 106.50 kJ/mol
HOMO energy (spin up / spin down) = -10.719 / -10.719 eV